No. 1
Below is a structure of composition C29H25AuF6IN2O4PS2, with properties calculated with ωB97M-V/def2-TZVPD.

Last column: Löwdin charge in e.
Atoms and positions in Å:
Au1 0.689 -1.164 -0.221  0.76
I1 3.299 -1.181 -0.056  1.50
C1 4.259 0.539 -0.740  -0.56
C2 5.586 0.302 -0.975  -0.13
C3 6.440 1.358 -1.337  -0.02
C4 5.926 2.613 -1.459  0.01
C5 4.550 2.866 -1.243  -0.13
C6 4.067 4.186 -1.390  0.03
C7 2.748 4.481 -1.214  -0.01
C8 1.854 3.448 -0.910  -0.05
C9 2.280 2.141 -0.724  -0.28
P1 0.838 1.183 -0.244  1.02
C10 0.517 1.311 1.484  -0.37
C11 -0.678 0.806 2.022  -0.10
C12 -0.871 0.831 3.388  -0.03
C13 0.124 1.336 4.218  0.00
C14 1.317 1.823 3.691  -0.03
C15 1.525 1.807 2.326  -0.06
C16 -0.487 1.661 -1.325  -0.40
C17 -0.341 1.409 -2.692  -0.08
C18 -1.298 1.877 -3.572  -0.04
C19 -2.384 2.604 -3.093  -0.04
C20 -2.526 2.853 -1.734  -0.05
C21 -1.584 2.374 -0.837  -0.07
C22 3.662 1.812 -0.880  -0.19
H1 6.004 -0.694 -0.877  0.11
H2 7.488 1.161 -1.509  0.13
H3 6.563 3.444 -1.733  0.13
H4 4.772 4.964 -1.655  0.14
H5 2.378 5.490 -1.329  0.13
H6 0.807 3.707 -0.817  0.12
H7 -1.439 0.381 1.378  0.10
H8 -1.786 0.441 3.811  0.13
H9 -0.028 1.345 5.290  0.13
H10 2.082 2.214 4.348  0.13
H11 2.451 2.187 1.914  0.12
H12 0.520 0.866 -3.068  0.12
H13 -1.193 1.691 -4.632  0.13
H14 -3.122 2.984 -3.787  0.13
H15 -3.367 3.430 -1.372  0.13
H16 -1.682 2.590 0.219  0.11
C23 -4.574 -1.861 -0.311  -0.01
C24 -3.777 -1.565 -1.590  -0.56
C25 -3.909 -2.720 -2.598  -0.01
C26 -4.225 -0.236 -2.214  -0.02
C27 -2.350 -1.446 -1.251  -0.06
N1 -1.237 -1.342 -0.996  0.12
H17 -5.626 -1.917 -0.590  0.11
H18 -4.458 -1.066 0.426  0.10
H19 -4.276 -2.805 0.135  0.08
H20 -4.961 -2.814 -2.864  0.11
H21 -3.577 -3.661 -2.161  0.10
H22 -3.339 -2.526 -3.506  0.10
H23 -5.262 -0.347 -2.532  0.11
H24 -3.625 0.019 -3.086  0.08
H25 -4.177 0.579 -1.491  0.08
F1 1.159 -3.438 4.135  0.17
C28 1.897 -3.093 3.101  -0.67
F2 1.669 -1.794 2.827  0.06
F3 3.180 -3.235 3.382  0.16
S1 1.480 -4.173 1.622  0.62
O1 1.620 -3.247 0.461  -0.60
O2 2.425 -5.226 1.661  -0.20
N2 0.020 -4.662 1.835  -0.27
S2 -1.210 -3.705 1.603  0.61
O3 -1.953 -4.015 0.420  -0.27
O4 -0.889 -2.295 1.827  -0.37
C29 -2.293 -4.157 3.028  -0.69
F4 -1.628 -4.070 4.165  0.17
F5 -3.301 -3.282 3.039  0.14
F6 -2.764 -5.375 2.861  0.18

Computed properties:
E_HOMO: -14.77 eV
net charge: +2
energy above the lowest of the compared OMol25 structures with the same formula, charge and spin: 19.4 kcal per mole
energy: -100688.9079 eV
orbital gap: 5.77 eV
2S+1: 1
LUMO energy: -8.99 eV

---

No. 2
Below is the molecule C4H5N3O at a distorted geometry, with properties calculated with ωB97M-V/def2-TZVPD.

Last column: Löwdin charge in e.
Atoms and positions in Å:
C1 -0.037 -0.757 0.674  -0.35
C2 0.724 1.981 -1.350  0.03
C3 0.871 -1.862 0.585  -0.04
C4 1.243 -2.877 -0.160  0.13
H1 -1.643 0.868 0.422  0.12
H2 -2.750 0.342 1.791  0.14
H3 1.679 2.524 -1.095  0.08
H4 0.015 2.609 -2.048  0.08
H5 2.010 -3.656 -0.501  0.06
N1 -1.659 0.573 1.532  -0.05
N2 -1.073 -0.672 1.505  -0.01
N3 -0.008 0.799 -1.125  -0.05
O1 0.627 0.127 -0.231  -0.15

Computed properties:
E_HOMO: -8.77 eV
net charge: 0
energy above the lowest of the compared OMol25 structures with the same formula, charge and spin: 224.1 kcal per mole
energy: -10737.8957 eV
SMILES string: C#C/C(=N/N)ON=C
orbital gap: 8.67 eV
2S+1: 1
LUMO energy: -0.10 eV